# 1
Here is a 4-piece molecular cluster, C32H36BrF24N4O4 overall at a distorted geometry from OMol25. Energies are from the ωB97M-V functional and the def2-TZVPD basis.

Structure (XYZ):
```
101
Properties=species:S:1:pos:R:3
C 3.9720 -3.6631 5.0019
C 3.6168 -3.5487 3.3756
O 4.9152 -3.4508 2.6884
C 4.9269 -2.2980 1.7337
C 5.8499 -1.0459 2.2804
C 5.0370 0.0185 3.2409
C 4.6758 1.4477 2.5122
C 3.4112 2.2381 3.2254
C 1.9965 1.4214 2.8712
C 0.6960 1.4361 3.8493
C -0.7000 0.6590 3.4448
Br -2.3884 0.6247 4.5167
C -0.5458 -0.1385 1.9822
C -1.8480 -1.0034 1.4416
N -2.0769 -2.2943 2.2473
N 0.7873 -0.0093 1.3160
C 0.8753 -0.8098 -0.0091
C 1.1603 -2.3969 0.1960
C 1.3167 -3.2804 -1.2169
C 1.1432 -2.2999 -2.5461
C 0.8134 -0.7071 -2.5324
N 0.6853 0.0146 -1.2332
N 1.9308 0.6505 1.6077
H 5.1475 -3.8015 5.1029
H 3.3889 -4.5402 5.5293
H 3.6334 -2.6574 5.5011
H 2.9878 -4.5103 3.0535
H 2.9395 -2.5980 3.2656
H 5.4824 -2.7114 0.7674
H 3.8538 -1.9793 1.3856
H 6.7406 -1.5428 2.8945
H 6.3427 -0.5329 1.3343
H 5.7266 0.2309 4.1722
H 4.0811 -0.5402 3.6473
H 5.6159 2.1710 2.6209
H 4.5125 1.3153 1.3373
H 3.3246 3.3464 2.7916
H 3.5409 2.2643 4.4101
H 0.7602 2.0483 4.8598
H -2.7976 -0.3251 1.6927
H -1.8725 -1.1674 0.2840
H -2.9238 -2.7606 1.8211
H -2.4093 -2.0378 3.2254
H 1.2587 -2.9266 1.2527
H 1.5299 -4.4301 -1.2509
H 1.2714 -2.8102 -3.6137
H 0.6868 -0.0701 -3.5331
C -0.4982 4.2595 0.2380
C -0.3077 4.6287 1.7169
C -1.4261 4.1670 2.6477
F -2.6295 4.6834 2.3135
F -1.1805 4.5693 3.9246
F -0.0975 5.9687 1.8161
F 0.8582 4.0412 2.1326
O -1.0646 5.2696 -0.6025
C -2.4884 5.3637 -0.5692
C -2.9865 6.6765 0.0514
F -2.5028 6.8613 1.3041
F -4.3425 6.6863 0.1528
F -2.9888 4.2646 0.0434
F -2.8948 5.2862 -1.8650
H 0.5071 4.1021 -0.1727
H -0.9991 3.2921 0.1083
H -1.5071 3.0763 2.6558
H -2.6801 7.5334 -0.5566
C -6.9040 3.3758 1.0108
C -6.9050 1.9113 0.5472
C -6.6156 1.7030 -0.9371
F -7.5143 2.3202 -1.7357
F -6.6712 0.3800 -1.2528
F -8.0797 1.3312 0.9125
F -5.9348 1.2606 1.2629
O -8.1791 4.0208 1.0860
C -8.6744 4.5397 -0.1480
C -9.9274 3.8052 -0.6454
F -9.7148 2.4733 -0.7806
F -10.3108 4.2637 -1.8668
F -7.6706 4.5502 -1.0566
F -8.9735 5.8447 0.0927
H -6.5448 3.3710 2.0476
H -6.1688 3.9860 0.4715
H -5.6159 2.0620 -1.1979
H -10.7600 3.9434 0.0515
C 4.7128 -5.4049 -4.7313
C 3.3356 -4.8073 -4.4065
C 2.1486 -5.7209 -4.7009
F 2.0741 -6.0765 -6.0026
F 0.9777 -5.0902 -4.4108
F 3.2116 -3.6093 -5.0384
F 3.3261 -4.5197 -3.0669
O 5.2759 -5.0546 -5.9993
C 4.8149 -5.8283 -7.1067
C 3.9859 -5.0082 -8.1052
F 2.9237 -4.4101 -7.5123
F 3.4860 -5.7990 -9.0919
F 4.1583 -6.9171 -6.6410
F 5.9337 -6.3009 -7.7192
H 5.4133 -4.9809 -4.0009
H 4.7539 -6.4863 -4.5509
H 2.1916 -6.6305 -4.0950
H 4.5972 -4.2263 -8.5665
```

The calculation puts the orbital gap at 6.94 eV. The spin multiplicity is 1. The calculation puts the strongest force on any atom at 0.126 Eh/bohr. The charge is +1. As for the highest occupied orbital energy: -11.79 eV. Its energy relative to the best compared isomer or geometry (same formula, charge and spin) is 209.8 kcal/mol. The total energy is -183156.17643 eV.

***

# 2
Here is C32H36GeN2O5Pd as an isolated structure from OMol25. Energies are from the ωB97M-V functional and the def2-TZVPD basis.

Structure (XYZ):
```
77
Properties=species:S:1:pos:R:3
Pd -1.8729 -0.6626 -2.4249
N -0.2396 0.2856 -3.6827
C 0.5981 -0.4568 -4.6232
C 1.4626 -1.5278 -3.9636
N 0.8124 -2.6946 -3.3891
H -0.8451 0.9054 -4.2065
H 0.3339 0.9291 -3.1401
H 1.2763 0.2300 -5.1506
H -0.0494 -0.9236 -5.3714
H 2.0719 -1.0498 -3.1884
H 2.1657 -1.8766 -4.7286
H 0.0848 -2.4462 -2.7217
H 0.3179 -3.2062 -4.1122
C -3.9417 -7.1373 -0.1028
O -4.9687 -6.1851 -0.2069
C -4.6274 -4.9610 -0.7623
C -5.6805 -4.0686 -0.9351
C -5.3958 -2.8244 -1.4942
C -4.1187 -2.4566 -1.8773
C -3.8836 -1.1306 -2.5749
C -4.0513 0.1382 -1.7451
O -3.9466 -1.0642 -3.8305
C -3.0293 -3.3406 -1.6535
O -1.8151 -2.9876 -1.8861
C -3.3312 -4.6228 -1.1112
H -4.4018 -8.0498 0.2768
H -3.1563 -6.8177 0.5897
H -3.4799 -7.3432 -1.0736
H -6.6825 -4.3564 -0.6433
H -6.2100 -2.1213 -1.6502
H -4.5550 -0.0579 -0.7994
H -4.5772 0.9045 -2.3157
H -3.0363 0.5952 -1.4803
H -2.4944 -5.2893 -0.9547
O 1.1501 2.2252 -0.9085
C 1.9887 2.5900 -1.7913
O 1.7652 2.7160 -3.0046
C 3.3900 2.8976 -1.2612
C 3.6940 2.0888 -0.0118
Ge 2.0820 1.9256 1.1333
C 1.3284 3.6820 1.6005
C 2.1454 4.7982 1.7765
C 1.6114 6.0408 2.0990
C 0.2397 6.1858 2.2557
C -0.5892 5.0850 2.0790
C -0.0479 3.8486 1.7504
C 0.8037 0.4370 1.3543
C 0.5370 0.0596 2.6755
C -0.3219 -0.9911 2.9724
C -0.9176 -1.7044 1.9431
C -0.6872 -1.3366 0.6250
C 0.1452 -0.2587 0.3341
C 3.1916 1.5513 2.8260
C 3.9144 0.3539 2.8821
C 4.7562 0.0455 3.9423
C 4.9013 0.9391 4.9973
C 4.1937 2.1313 4.9739
C 3.3547 2.4276 3.9011
H 3.3856 3.9663 -1.0164
H 4.1080 2.7586 -2.0705
H 4.4614 2.5597 0.6075
H 4.0540 1.0841 -0.2501
H 3.2210 4.7001 1.6621
H 2.2669 6.8952 2.2266
H -0.1821 7.1522 2.5069
H -1.6624 5.1917 2.1872
H -0.7043 2.9996 1.5933
H 1.0188 0.5848 3.4912
H -0.5118 -1.2544 4.0076
H -1.5787 -2.5357 2.1611
H -1.1773 -1.8647 -0.1888
H 0.1950 0.0615 -0.7003
H 3.8014 -0.3710 2.0801
H 5.2944 -0.8961 3.9505
H 5.5540 0.7032 5.8304
H 4.2889 2.8344 5.7950
H 2.8053 3.3631 3.9161
```

The calculation puts the orbital gap at 5.93 eV. The spin multiplicity is 1. The calculation puts the strongest force on any atom at 0.010 Eh/bohr. The charge is -2. As for the highest occupied orbital energy: -1.58 eV. Its energy relative to the best compared isomer or geometry (same formula, charge and spin) is 15.7 kcal/mol. The total energy is -106982.64389 eV.